72
Properties=species:S:1:pos:R:3:mulliken_charge:R:1 method="wB97M-V/def2-TZVPD" orbital_gap_ha=0.048 e_homo_ev=-10.721 total_energy_ev=-129580.543 total_charge=+2 lumo_ev=-9.41 fmax_ev_per_a=7.5 multiplicity=1
O 1.064 0.876 -5.194 -0.58
C -0.172 0.660 -5.074 0.42
O -1.031 1.610 -5.651 -0.48
C -0.672 -0.678 -4.336 -0.37
C -0.097 -0.684 -2.821 -0.25
S -1.391 -0.218 -1.592 1.32
O -2.208 -1.508 -1.310 -0.67
O -2.339 0.759 -2.276 -0.64
N -0.778 0.309 -0.058 -0.45
S 0.501 1.443 -0.212 1.00
O 0.259 2.503 -1.277 -0.63
O 0.574 2.196 1.101 -0.63
C 2.175 0.663 -0.477 0.44
F 2.696 1.258 -1.692 -0.24
F 2.098 -0.732 -0.579 -0.22
C 3.256 1.003 0.661 0.51
F 3.608 2.344 0.549 -0.19
F 4.415 0.252 0.331 -0.24
F 2.888 0.602 1.935 -0.16
H -1.639 1.982 -4.975 0.38
H -0.287 -1.583 -4.930 0.29
H -1.810 -0.758 -4.342 0.30
H 0.255 -1.743 -2.595 0.39
H 0.756 0.078 -2.825 -0.16
O -4.234 2.806 -0.778 -0.61
H -3.667 2.189 -1.267 0.30
H -3.618 3.466 -0.432 0.35
Be 2.313 2.716 -3.198 0.50
O -0.667 4.787 2.694 -0.60
H -0.089 4.374 2.048 0.29
C -7.231 1.027 1.549 -1.03
C -6.248 1.423 2.633 -0.35
O -4.908 1.260 2.167 -0.47
H -7.073 -0.012 1.249 0.24
H -8.260 1.142 1.895 0.36
H -7.089 1.642 0.655 0.32
H -6.377 0.793 3.514 0.31
H -6.392 2.465 2.929 0.29
H -4.799 1.831 1.389 0.34
C 2.369 -3.170 -10.442 -0.81
O 3.146 -2.181 -9.774 -0.24
C 2.752 -1.943 -8.492 0.67
O 1.844 -2.490 -7.931 -0.47
O 3.549 -1.008 -7.986 -0.32
C 3.253 -0.647 -6.628 -0.37
H 2.767 -3.279 -11.455 0.17
H 2.450 -4.137 -9.931 0.56
H 1.325 -2.862 -10.518 0.33
H 3.371 -1.508 -5.967 0.31
H 2.248 -0.235 -6.550 0.12
H 3.965 0.120 -6.325 0.26
K -2.943 0.223 0.876 0.73
C -1.357 1.491 5.109 -0.32
O -2.115 2.640 4.869 -0.34
H -2.029 0.656 5.309 0.41
H -0.745 1.266 4.235 0.17
H -0.689 1.662 6.022 0.26
H -1.493 3.370 4.694 0.34
Cl 0.762 1.087 6.519 -0.22
C 1.828 -3.714 9.220 -1.24
C 1.335 -2.312 8.976 0.80
O 0.148 -2.022 9.018 -0.64
N 2.261 -1.351 8.703 -0.07
C 3.699 -1.491 8.609 -0.83
H 0.979 -4.365 9.424 0.28
H 2.347 -4.089 8.334 0.34
H 2.494 -3.734 10.085 0.36
H 1.856 -0.437 8.551 0.14
H 4.158 -0.829 9.346 0.30
H 4.011 -1.181 7.609 0.27
H 4.026 -2.513 8.789 0.32
Ca 4.644 -3.556 -11.706 1.37


81
Properties=species:S:1:pos:R:3:lowdin_spin:R:1 method="wB97M-V/def2-TZVPD" orbital_gap_ha="0.380 / 0.344" e_homo_ev="-10.292 / -9.335" total_energy_ev=-176537.537 relative_energy_ev=0.174 lumo_ev="0.03 / 0.03" s_squared=6.006 fmax_ev_per_a=5.3 multiplicity=5
Fe -29.824 -18.964 -2.687 3.74
B -27.965 -17.351 -0.856 0.00
F -28.903 -17.407 0.167 0.00
F -28.695 -17.454 -1.986 0.04
F -27.240 -16.114 -0.845 0.00
F -27.060 -18.291 -0.845 0.00
C -30.281 -22.937 -3.457 0.00
F -30.703 -22.996 -2.209 0.00
F -29.008 -22.965 -3.411 0.00
F -30.772 -23.982 -4.116 0.00
S -30.765 -21.345 -4.374 0.01
O -29.565 -20.771 -4.977 0.01
O -31.816 -21.717 -5.319 0.01
N -31.139 -20.345 -3.066 0.04
S -32.633 -20.704 -2.676 0.01
O -33.184 -22.007 -3.092 0.01
O -32.875 -20.533 -1.289 0.00
C -33.640 -19.258 -3.696 0.00
F -33.236 -17.988 -3.446 0.00
F -33.341 -19.540 -5.000 0.00
F -34.963 -19.432 -3.476 0.00
O -27.536 -21.551 -0.676 0.00
S -28.674 -20.897 -0.065 0.01
O -29.497 -19.917 -0.819 0.02
O -29.725 -22.104 0.485 0.00
C -29.243 -23.133 1.388 0.00
C -29.496 -24.536 0.676 0.00
C -28.261 -20.110 1.626 0.00
H -29.713 -22.987 2.360 0.00
H -28.165 -23.069 1.539 0.00
H -29.025 -24.624 -0.304 0.00
H -30.561 -24.708 0.519 0.00
H -29.114 -25.282 1.373 0.00
H -27.678 -19.209 1.434 0.00
H -27.877 -20.803 2.375 0.00
H -29.204 -19.869 2.116 0.00
O -29.852 -17.815 -4.346 0.03
S -30.337 -17.331 -5.650 0.01
O -31.605 -17.825 -6.150 0.00
O -30.318 -15.682 -5.701 0.00
C -31.286 -15.093 -6.461 0.00
C -31.197 -13.615 -6.271 0.00
C -29.019 -17.612 -6.803 0.00
H -32.332 -15.372 -6.333 0.00
H -30.972 -15.423 -7.451 0.00
H -30.160 -13.337 -6.080 0.00
H -31.754 -13.385 -5.363 0.00
H -31.677 -12.941 -6.981 0.00
H -28.200 -17.046 -6.360 0.00
H -29.365 -17.283 -7.783 0.00
H -28.824 -18.683 -6.856 0.00
O -25.227 -19.701 -3.005 0.00
S -26.435 -19.703 -3.873 0.00
O -27.788 -19.631 -3.330 0.02
O -26.267 -18.439 -4.868 0.00
C -25.183 -18.128 -5.686 0.00
C -25.575 -17.600 -7.005 0.00
C -26.339 -21.084 -5.084 0.00
H -24.519 -18.977 -5.852 0.00
H -24.552 -17.373 -5.217 0.00
H -26.186 -18.197 -7.683 0.00
H -24.727 -17.373 -7.650 0.00
H -26.062 -16.627 -6.945 0.00
H -25.272 -21.235 -5.245 0.00
H -26.700 -20.910 -6.098 0.00
H -26.700 -21.905 -4.464 0.00
O -33.731 -16.928 -0.815 0.00
S -32.291 -17.023 -0.560 0.00
O -31.415 -17.822 -1.427 0.02
O -31.730 -15.483 -0.426 0.00
C -32.067 -14.645 -1.411 0.00
C -31.078 -14.677 -2.621 0.00
C -32.091 -17.766 1.139 0.00
H -31.840 -13.658 -1.007 0.00
H -33.142 -14.579 -1.584 0.00
H -31.665 -15.053 -3.459 0.00
H -30.156 -15.249 -2.516 0.00
H -30.678 -13.693 -2.868 0.00
H -32.568 -17.102 1.860 0.00
H -31.045 -17.971 1.364 0.00
H -32.781 -18.609 1.171 0.00


50
Properties=species:S:1:pos:R:3:mulliken_charge:R:1 method="wB97M-V/def2-TZVPD" orbital_gap_ha=0.120 e_homo_ev=-1.211 total_energy_ev=-30642.518 total_charge=-1 lumo_ev=2.05 fmax_ev_per_a=1.3 multiplicity=1
C -2.221 1.072 1.865 -1.43
C -1.200 0.028 1.428 -0.01
C 0.040 0.049 2.324 -0.80
C 0.929 -1.211 2.178 -0.74
C 2.047 -0.916 1.164 -0.35
C 3.065 -2.038 1.018 -0.64
C 4.308 -1.560 0.229 -0.97
C 4.020 -0.631 -0.962 -0.77
C 3.214 -1.313 -2.100 -0.17
C 1.993 -0.504 -2.628 -1.18
B 0.861 -1.515 -2.910 0.61
O 0.590 -1.883 -4.253 -0.58
C -0.035 -2.280 -1.823 0.38
C -0.819 -3.488 -2.379 -1.54
H -1.711 2.028 1.981 0.25
H -2.977 1.205 1.097 0.42
H -2.713 0.782 2.789 0.33
H -0.873 0.273 0.421 0.08
H -1.622 -0.975 1.433 0.38
H 0.640 0.890 1.977 0.35
H -0.215 0.265 3.363 0.45
H 0.304 -1.991 1.750 0.24
H 1.353 -1.509 3.135 0.44
H 2.569 -0.024 1.508 0.56
H 1.563 -0.736 0.208 -0.17
H 3.398 -2.325 2.020 0.43
H 2.636 -2.919 0.549 0.30
H 4.822 -2.422 -0.196 0.33
H 4.957 -1.048 0.942 0.37
H 5.001 -0.406 -1.390 0.39
H 3.599 0.323 -0.661 0.37
H 2.860 -2.286 -1.711 0.02
H 3.921 -1.529 -2.901 0.41
H 1.702 0.229 -1.866 -0.01
H 0.454 -1.059 -4.745 0.20
H 0.597 -2.680 -1.027 -0.04
H -0.757 -1.624 -1.344 0.02
H -0.160 -4.341 -2.527 0.31
H -1.617 -3.797 -1.699 0.42
H -1.290 -3.254 -3.329 0.31
C -4.020 4.985 1.937 -0.88
S -5.233 4.069 0.974 0.44
O -4.990 2.629 1.236 -0.55
C -4.509 4.437 -0.631 -0.92
H -4.260 4.851 2.990 0.31
H -3.023 4.595 1.735 0.24
H -4.078 6.043 1.681 0.38
H -3.478 4.085 -0.656 0.30
H -4.552 5.511 -0.811 0.36
H -5.092 3.916 -1.387 0.32


69
Properties=species:S:1:pos:R:3:mulliken_charge:R:1 method="wB97M-V/def2-TZVPD" orbital_gap_ha=0.080 e_homo_ev=1.055 total_energy_ev=-95925.550 relative_energy_ev=0.000 total_charge=-2 lumo_ev=3.22 fmax_ev_per_a=5.4 multiplicity=1
Ba 21.883 37.385 8.288 1.61
C 19.991 35.346 9.811 0.54
O 21.220 35.086 9.479 -0.66
O 19.096 34.439 9.941 -0.85
O 19.560 36.539 9.482 -0.71
C 20.157 36.439 5.429 0.47
O 21.341 36.053 5.852 -0.70
O 19.866 36.424 4.179 -0.88
O 19.290 36.723 6.330 -0.72
O 22.831 36.677 13.036 -0.71
S 23.516 36.391 11.800 0.49
O 23.342 37.197 10.630 -0.07
O 25.146 36.427 12.032 -0.14
C 25.672 35.571 13.068 -0.25
C 26.500 36.435 13.985 -1.31
C 23.251 34.703 11.395 -0.47
H 26.287 34.757 12.681 0.22
H 24.795 35.199 13.596 0.45
H 25.808 37.103 14.497 0.30
H 27.283 36.943 13.424 0.28
H 26.993 35.809 14.734 0.41
H 23.571 34.464 10.384 -0.06
H 22.160 34.585 11.315 0.24
H 23.524 33.993 12.172 0.46
O 25.140 41.639 8.812 -0.65
S 24.982 40.268 9.210 1.07
O 23.843 39.479 8.779 -0.41
O 26.297 39.405 8.828 -0.44
C 26.200 37.985 8.953 0.57
C 27.122 37.337 7.916 -1.21
C 25.011 40.179 10.980 -0.26
H 25.215 37.523 8.971 0.25
H 26.651 37.715 9.917 -0.02
H 26.701 37.520 6.925 0.38
H 27.112 36.254 8.038 -0.02
H 28.128 37.737 8.020 0.44
H 25.685 40.949 11.349 0.36
H 25.452 39.210 11.217 -0.05
H 24.015 40.228 11.413 0.07
O 23.643 33.192 7.363 -0.66
S 24.408 34.400 7.428 0.82
O 23.896 35.600 8.034 -0.06
O 25.828 34.111 8.220 -0.12
C 26.580 32.989 7.821 -0.38
C 28.055 33.342 7.860 -1.16
C 25.097 34.806 5.798 -0.99
H 26.300 32.559 6.854 0.35
H 26.440 32.083 8.423 0.32
H 28.697 32.505 8.143 0.38
H 28.356 34.136 8.545 0.25
H 28.396 33.698 6.883 0.31
H 25.959 35.407 6.082 0.23
H 24.380 35.455 5.294 0.38
H 25.291 33.872 5.285 0.36
O 21.365 39.264 10.116 -0.13
S 20.744 39.880 11.240 0.85
O 21.460 40.789 12.076 -0.74
O 19.361 40.598 10.861 -0.37
C 18.540 39.997 9.850 0.13
C 17.233 40.719 9.721 -1.38
C 20.073 38.560 12.253 -0.76
H 18.289 38.949 10.098 0.20
H 19.047 39.634 8.948 0.31
H 17.358 41.683 9.200 0.32
H 16.747 41.041 10.642 0.30
H 16.517 40.287 9.022 0.40
H 20.743 38.239 13.054 0.31
H 19.712 37.760 11.599 0.06
H 19.323 38.969 12.937 0.43